{"formula": "C12H24As2F12O12Tl", "method": "the ωB97M-V functional and the def2-TZVPD basis", "de_lowest_kcal_mol": 630.40, "spin_multiplicity": 1, "homo_lumo_gap_ev": 5.69, "charge": 1, "max_force_ev_per_a": 16.53, "species": ["Tl", "As", "F", "F", "F", "F", "F", "F", "As", "F", "F", "F", "F", "F", "F", "C", "O", "C", "O", "O", "C", "H", "H", "H", "H", "H", "H", "C", "O", "C", "O", "O", "C", "H", "H", "H", "H", "H", "H", "C", "O", "C", "O", "O", "C", "H", "H", "H", "H", "H", "H", "C", "O", "C", "O", "O", "C", "H", "H", "H", "H", "H", "H"], "positions_angstrom": [[-1.882, 0.433, -0.261], [-1.017, 1.893, -2.893], [0.479, 0.926, -2.633], [0.107, 3.226, -3.165], [-2.386, 3.001, -3.247], [-1.980, 0.469, -2.446], [-1.028, 2.268, -1.136], [-0.924, 1.427, -4.599], [1.119, -0.094, 0.218], [0.936, -1.217, -1.127], [0.135, 1.053, -0.885], [1.136, 1.149, 1.528], [1.852, -1.463, 1.207], [2.667, 0.429, -0.357], [-0.460, -0.553, 0.894], [-2.657, -3.673, -2.199], [-2.335, -2.426, -1.680], [-1.187, -1.697, -1.964], [-0.829, -0.700, -1.285], [-0.393, -2.320, -2.928], [0.812, -1.675, -3.398], [-3.165, -4.284, -1.453], [-1.749, -4.222, -2.447], [-3.181, -3.574, -3.150], [1.418, -2.531, -3.693], [1.191, -0.960, -2.668], [0.472, -1.153, -4.292], [1.122, 3.276, 0.737], [0.143, 3.376, 1.746], [-1.072, 2.794, 1.704], [-1.348, 2.024, 0.800], [-1.827, 3.190, 2.710], [-3.149, 2.632, 2.863], [1.760, 2.494, 1.149], [1.740, 4.126, 0.449], [0.514, 3.010, -0.128], [-3.897, 3.330, 2.486], [-3.346, 2.591, 3.935], [-3.416, 1.634, 2.517], [0.750, 0.243, 3.164], [-0.537, 0.008, 3.752], [-1.622, 0.088, 2.935], [-1.663, 0.153, 1.700], [-2.679, 0.002, 3.721], [-4.004, -0.209, 3.271], [1.513, 0.360, 3.933], [0.780, 1.114, 2.509], [0.942, -0.709, 2.669], [-4.707, -0.353, 4.091], [-4.152, -1.020, 2.558], [-4.282, 0.718, 2.769], [4.609, -0.948, 1.166], [4.997, -2.002, 0.346], [4.321, -2.369, -0.790], [4.437, -3.468, -1.310], [3.607, -1.315, -1.319], [2.662, -1.528, -2.395], [4.666, -1.243, 2.213], [3.537, -0.770, 1.078], [5.182, -0.024, 1.078], [3.036, -2.205, -3.163], [2.383, -0.609, -2.909], [1.851, -2.126, -1.978]]}

***

{"formula": "C10H13N3S", "method": "the ωB97M-V functional and the def2-TZVPD basis", "de_lowest_kcal_mol": 115.23, "smiles": "CN1CCN=C1CSc1cccnc1", "spin_multiplicity": 1, "homo_lumo_gap_ev": 8.87, "charge": 0, "max_force_ev_per_a": 7.19, "species": ["C", "N", "C", "C", "N", "C", "C", "S", "C", "C", "C", "C", "N", "C", "H", "H", "H", "H", "H", "H", "H", "H", "H", "H", "H", "H", "H"], "positions_angstrom": [[0.675, 1.538, -0.043], [1.684, 0.625, -0.496], [2.998, 1.030, 0.021], [3.823, -0.439, 0.050], [2.820, -1.435, -0.058], [1.729, -0.721, -0.345], [0.543, -1.725, -0.327], [-0.492, -1.540, 1.204], [-1.789, -0.541, 0.347], [-2.478, 0.420, 1.064], [-3.670, 0.864, 0.635], [-4.089, 0.206, -0.502], [-3.515, -0.873, -1.161], [-2.396, -1.269, -0.576], [-0.259, 1.423, -0.587], [0.548, 1.338, 1.065], [1.008, 2.456, -0.225], [3.461, 1.817, -0.601], [2.831, 1.098, 1.077], [4.382, -0.268, 1.055], [4.753, -0.554, -0.743], [-0.282, -1.568, -1.090], [0.856, -2.615, -0.576], [-1.918, 0.969, 1.827], [-4.359, 1.586, 0.872], [-4.934, 0.374, -1.090], [-1.929, -2.196, -0.798]]}

***

{"formula": "C35H37I2N6OP2S2Tc", "method": "the ωB97M-V functional and the def2-TZVPD basis", "s2": 0.77, "spin_multiplicity": 2, "homo_lumo_gap_ev": [5.46, 4.81], "charge": 3, "max_force_ev_per_a": 0.53, "species": ["Tc", "O", "N", "C", "C", "C", "C", "C", "S", "H", "H", "H", "H", "C", "S", "C", "C", "C", "N", "P", "C", "C", "C", "C", "C", "C", "C", "C", "C", "C", "C", "C", "P", "C", "C", "C", "C", "C", "C", "C", "C", "C", "C", "C", "C", "H", "H", "H", "H", "H", "H", "H", "H", "H", "H", "H", "H", "H", "H", "H", "H", "H", "H", "H", "H", "H", "H", "H", "H", "H", "H", "H", "H", "H", "N", "C", "N", "N", "C", "N", "H", "H", "H", "H", "I", "I"], "positions_angstrom": [[-0.770, -0.912, -0.769], [-0.751, 0.602, 0.521], [-1.752, 1.533, 0.485], [-1.565, 2.632, 1.244], [-2.549, 3.578, 1.314], [-3.730, 3.391, 0.592], [-3.882, 2.264, -0.188], [-2.862, 1.318, -0.240], [-2.932, -0.138, -1.179], [-0.624, 2.671, 1.772], [-2.396, 4.449, 1.934], [-4.521, 4.127, 0.641], [-4.778, 2.088, -0.766], [3.691, -2.086, -6.893], [4.455, -1.895, -5.269], [3.427, -0.556, -4.631], [3.957, -0.125, -3.268], [3.025, 0.829, -2.542], [1.776, 0.167, -2.100], [1.508, -1.302, -1.358], [1.908, -2.742, -2.336], [3.043, -3.509, -2.069], [3.330, -4.612, -2.860], [2.484, -4.958, -3.905], [1.352, -4.198, -4.175], [1.064, -3.090, -3.396], [2.235, -1.576, 0.289], [3.391, -1.079, 0.761], [3.852, -1.026, 2.141], [3.381, -1.676, 3.210], [2.378, -2.764, 3.289], [1.312, -3.082, 2.233], [0.162, 0.656, -2.334], [-0.313, 0.477, -4.044], [-1.295, -0.438, -4.425], [-1.610, -0.602, -5.765], [-0.946, 0.150, -6.726], [0.025, 1.072, -6.352], [0.341, 1.243, -5.016], [0.094, 2.384, -1.898], [0.925, 2.871, -0.885], [0.890, 4.214, -0.556], [0.010, 5.067, -1.217], [-0.835, 4.581, -2.205], [-0.794, 3.239, -2.555], [4.217, -2.893, -7.401], [3.802, -1.178, -7.483], [2.638, -2.353, -6.806], [2.388, -0.893, -4.559], [3.454, 0.295, -5.317], [4.927, 0.363, -3.385], [4.141, -1.005, -2.642], [2.742, 1.659, -3.191], [3.508, 1.267, -1.667], [3.714, -3.233, -1.265], [4.231, -5.185, -2.686], [2.715, -5.816, -4.522], [0.698, -4.471, -4.992], [0.191, -2.490, -3.628], [4.034, -0.565, 0.052], [4.653, -0.319, 2.318], [3.804, -1.414, 4.173], [2.070, -3.010, 4.300], [0.375, -3.485, 2.601], [-1.835, -1.015, -3.682], [-2.379, -1.303, -6.059], [-1.197, 0.028, -7.771], [0.527, 1.667, -7.104], [1.079, 1.985, -4.734], [1.604, 2.203, -0.366], [1.551, 4.603, 0.207], [-0.008, 6.119, -0.964], [-1.511, 5.251, -2.719], [-1.437, 2.865, -3.342], [2.947, -5.368, 0.733], [3.349, -4.646, 1.778], [4.612, -4.666, 2.185], [2.457, -3.918, 2.436], [1.139, -2.240, 1.015], [-0.050, -2.108, 0.558], [3.571, -6.025, 0.292], [1.963, -5.495, 0.564], [5.257, -5.370, 1.859], [4.901, -4.108, 2.972], [0.165, 0.120, 3.526], [0.767, -0.122, 6.100]]}